Entry from OMol25: C14H20N2Pt as an isolated structure (ωB97M-V/def2-TZVPD).

Geometry as XYZ:
```
37
Properties=species:S:1:pos:R:3:forces:R:3
Pt -0.62478 -0.43735 0.41021 0.1 0.4 0.2
N -0.47822 0.09553 2.35413 0.0 0.1 -0.1
N -0.32253 -0.14039 4.49548 0.0 0.2 0.2
C -3.60478 0.31509 -1.36991 0.1 0.0 0.0
C -2.11231 0.24400 -1.43275 -0.2 -0.3 0.1
C -1.44576 -1.01069 -1.53768 -0.2 -0.1 -0.4
C 0.76570 0.08987 -1.62750 -0.1 0.0 0.3
C -1.30022 1.39106 -1.32802 -0.1 0.1 0.2
C -0.47513 -2.28487 3.23932 0.0 0.0 -0.1
C 2.49666 -0.61282 -3.22727 0.1 0.0 0.0
C 2.24894 -0.02223 -1.82531 0.0 0.1 0.0
C -0.39901 1.36866 2.92524 -0.1 -0.2 -0.4
C 0.09452 1.31412 -1.40265 0.2 0.0 -0.1
C -0.42617 -0.80446 3.34851 0.0 0.1 0.0
C 3.00236 1.28895 -1.63433 0.0 0.0 0.1
C -0.04306 -1.08058 -1.61950 0.1 -0.3 -0.2
C -0.30754 1.22694 4.25696 0.0 -0.3 0.2
H 0.42824 -2.05078 -1.71129 0.0 0.0 -0.1
H 2.07785 -1.61275 -3.34037 0.0 0.0 0.0
H -3.94964 0.22194 -0.33759 0.0 0.0 0.0
H 2.08492 0.02899 -4.00780 0.0 0.0 0.0
H 0.42587 -2.73776 3.65265 0.0 0.0 0.1
H 2.60234 -0.74631 -1.08375 0.1 -0.1 0.0
H -0.54882 -2.60463 2.20048 0.0 0.0 -0.1
H 2.85345 1.71838 -0.64078 0.0 0.0 0.0
H -1.77438 2.35328 -1.17557 0.0 0.0 0.0
H -0.26823 -0.57439 5.40588 0.0 0.0 0.0
H -0.23089 1.95166 5.04902 0.0 0.0 0.0
H 0.67825 2.22159 -1.31936 0.0 0.0 0.0
H 4.06891 1.10359 -1.74746 0.0 0.0 0.0
H -1.34216 -2.68530 3.76446 0.0 0.0 0.0
H -4.05750 -0.49195 -1.94339 0.0 0.0 0.0
H 3.57153 -0.68366 -3.38731 0.0 0.0 0.0
H 2.72310 2.03045 -2.38641 0.0 0.0 0.0
H -0.42036 2.26463 2.33052 0.0 0.0 0.0
H -2.02993 -1.91910 -1.59742 0.0 0.0 0.0
H -3.96127 1.27131 -1.74943 0.0 0.0 0.0
```
Positions in Å, forces in eV/Å.

The value obtained for the molar mass is 411.4 g mol⁻¹. The charge is +2. The HOMO energy (spin up / spin down) is -16.059 / -16.170 eV. The calculation puts the energy above the lowest of the compared OMol25 structures with the same formula, charge and spin at 1.72 kcal per mole. The calculation puts the energy at -21052.9723 eV. The frontier orbital gap (spin up / spin down) is 9.2 / 6.3 eV. As for the spin multiplicity: 3.